Record 1
This record from the Open Molecules 2025 dataset describes a molecular structure, C18H38F2IN3O6PtS2. The level of theory is the ωB97M-V functional and the def2-TZVPD basis.

CARTESIAN COORDINATES (ANGSTROEM)
Pt: -0.876 -0.764 1.209
I: -2.335 0.373 3.264
S: 0.893 -3.178 2.697
S: -0.720 -4.210 1.360
F: -2.203 -3.899 0.822
F: 1.292 -1.659 3.137
O: 2.089 -3.576 1.979
O: -1.869 0.598 -0.334
O: 0.731 -3.725 4.011
O: -1.078 -5.155 2.371
O: -0.063 -4.633 0.164
O: 1.024 0.543 1.746
N: -0.339 -2.647 1.842
N: 1.768 1.388 0.932
N: -2.058 -0.685 -0.902
C: 2.171 3.575 -0.080
C: 4.065 1.940 0.120
C: -1.055 -0.875 -2.051
C: -3.702 -2.340 -1.783
C: 3.201 1.005 0.990
C: 3.805 1.028 2.431
C: -3.489 -0.977 -1.103
C: -0.114 2.979 0.560
C: 3.697 3.445 0.159
C: 0.355 -1.060 -1.435
C: -1.150 0.307 -3.041
C: -1.410 -2.184 -2.810
C: 1.589 3.431 2.369
C: -2.864 -2.485 -3.005
C: 1.339 2.787 0.974
C: -4.241 0.130 -1.954
C: -4.120 -1.048 0.289
C: 3.423 -0.394 0.386
H: -0.802 2.600 1.314
H: -2.008 0.211 -3.701
H: 3.142 -0.541 -0.658
H: -4.109 -0.121 0.857
H: 1.840 4.609 -0.143
H: -0.213 4.043 0.354
H: 2.650 3.381 2.593
H: -4.774 -2.446 -1.940
H: -3.594 -1.815 0.862
H: 0.301 -1.577 -0.472
H: 0.771 -0.088 -1.153
H: -5.083 -0.349 -2.452
H: 3.969 3.837 1.142
H: -0.314 0.199 -3.739
H: -0.838 -2.109 -3.741
H: -0.878 -3.058 -2.417
H: -0.231 2.462 -0.395
H: 0.982 2.904 3.111
H: 4.076 1.698 -0.943
H: -5.165 -1.366 0.264
H: -4.710 0.828 -1.258
H: -3.661 0.683 -2.686
H: 4.427 0.148 2.575
H: 1.972 3.032 -1.010
H: 1.285 4.477 2.410
H: 2.781 -1.081 0.944
H: -1.004 1.272 -2.559
H: -2.917 -3.512 -3.382
H: -3.280 -1.940 -3.862
H: 1.134 0.776 2.686
H: 3.043 1.052 3.212
H: -2.313 1.191 -0.971
H: -3.415 -3.126 -1.077
H: 4.376 1.943 2.594
H: 1.012 -1.592 -2.119
H: 5.074 1.964 0.534
H: 4.472 -0.666 0.480
H: 4.246 4.042 -0.567

The HOMO energy (spin up / spin down) comes out at -8.82 / -8.83 eV. The calculation puts the energy above the lowest of the compared OMol25 structures with the same formula, charge and spin at 33.0 kcal/mol. As for the expectation value of S²: 2.009. For the HOMO-LUMO gap (spin up / spin down), the calculation gives 8.36 / 6.72 eV. The spin multiplicity is 3.

---

Record 2
This record from the Open Molecules 2025 dataset describes a molecular structure, C19H32B2O4V. The level of theory is the ωB97M-V functional and the def2-TZVPD basis.

CARTESIAN COORDINATES (ANGSTROEM)
V: 1.690 0.574 0.487
O: 1.485 -1.330 -0.221
O: -1.166 1.799 0.662
O: -0.530 -1.950 0.718
O: -1.007 0.430 -1.163
C: 1.519 -2.812 -0.113
C: 3.222 0.728 2.265
C: 2.180 -3.359 -1.355
C: 1.522 2.414 1.881
C: -2.881 1.149 -2.516
C: -2.402 0.860 -1.107
C: 2.038 1.367 2.658
C: -3.194 -0.289 -0.502
C: 3.880 1.128 1.093
C: 2.188 2.858 0.724
C: 2.315 -3.126 1.138
C: -0.305 -4.354 0.849
C: -0.004 -3.128 0.014
C: -2.325 2.101 -0.173
C: 3.353 2.175 0.326
C: -0.715 -3.186 -1.327
C: -3.528 2.295 0.729
C: -2.011 3.390 -0.918
C: 1.648 4.026 -0.047
B: 0.277 -0.920 0.434
B: -0.381 0.896 -0.013
H: 1.908 4.956 0.462
H: 2.062 4.067 -1.053
H: -1.787 -3.247 -1.144
H: 2.430 -4.203 1.258
H: 0.589 2.881 2.164
H: 0.051 -4.245 1.871
H: -4.259 -0.060 -0.473
H: 3.611 -0.092 2.853
H: -1.142 3.274 -1.569
H: -1.803 4.176 -0.192
H: -1.381 -4.520 0.880
H: 0.563 3.969 -0.110
H: -0.417 -4.068 -1.894
H: -2.228 1.855 -3.024
H: -3.386 3.183 1.343
H: 1.512 1.048 3.546
H: 2.100 -4.447 -1.359
H: -3.893 1.557 -2.498
H: 3.311 -2.690 1.051
H: 4.782 0.620 0.780
H: -2.859 -0.524 0.508
H: -3.678 1.443 1.388
H: 0.157 -5.239 0.407
H: -2.853 3.711 -1.530
H: -3.053 -1.177 -1.117
H: 1.719 -2.974 -2.262
H: -2.903 0.226 -3.094
H: 1.831 -2.728 2.031
H: 3.240 -3.103 -1.366
H: 3.856 2.469 -0.586
H: -0.521 -2.294 -1.923
H: -4.431 2.440 0.133

The HOMO energy (spin up / spin down) comes out at -11.49 / -10.53 eV. The net charge is +1. The calculation puts the energy above the lowest of the compared OMol25 structures with the same formula, charge and spin at 0.0 kcal/mol. As for the expectation value of S²: 2.029. For the HOMO-LUMO gap (spin up / spin down), the calculation gives 8.24 / 6.97 eV. The spin multiplicity is 3.

---

Record 3
This record from the Open Molecules 2025 dataset describes a molecular structure, C23H26AgBrF5N2O3. The level of theory is the ωB97M-V functional and the def2-TZVPD basis.

CARTESIAN COORDINATES (ANGSTROEM)
Ag: -1.202 -7.493 1.653
Br: -3.311 2.471 0.924
F: -3.638 -2.901 5.975
F: -3.968 -1.738 3.765
F: -3.056 -3.662 2.688
F: -1.209 -2.925 5.796
F: -2.624 -4.783 4.910
O: 2.462 -1.410 2.614
O: -2.358 0.780 3.678
O: 3.442 4.348 -3.925
N: 2.236 6.061 -2.486
N: -1.178 -2.849 -2.864
C: 0.939 1.549 -1.154
C: -0.312 -4.908 0.594
C: 1.187 6.121 -3.615
C: 4.365 4.642 -1.559
C: -1.466 -3.610 -1.558
C: -0.577 2.135 -0.800
C: -1.471 1.700 0.508
C: 1.562 0.407 -0.130
C: -1.443 -1.657 3.123
C: -0.098 -4.313 -0.933
C: 1.176 -1.268 2.242
C: 0.886 -4.476 1.640
C: 0.303 -3.807 3.057
C: -0.356 4.659 -1.890
C: -2.468 -3.294 5.105
C: -0.063 -2.222 2.835
C: -1.651 -0.017 2.867
C: 0.260 4.778 -3.430
C: -1.193 3.229 -1.861
C: 0.660 -0.084 1.178
C: -2.704 -2.559 3.658
C: 3.279 5.001 -2.769
C: -0.844 0.563 1.522
H: 0.476 7.047 -3.411
H: -0.959 -1.848 -2.663
H: 1.611 -3.760 1.065
H: 0.108 -5.262 -1.625
H: 2.649 7.004 -2.309
H: 2.613 -0.082 -0.299
H: 0.748 -3.502 -1.006
H: 4.729 3.507 -1.611
H: -2.077 -2.829 -3.404
H: 5.285 5.386 -1.619
H: 1.213 -3.830 3.827
H: 1.673 6.120 -4.679
H: 3.776 4.838 -0.541
H: 1.506 -5.443 1.939
H: -0.662 4.717 -4.165
H: -1.952 -2.824 -0.823
H: -1.110 2.727 -2.941
H: -0.411 -6.090 0.529
H: 0.858 3.759 -3.596
H: -1.130 5.496 -1.627
H: 0.518 4.549 -1.096
H: 1.561 1.908 -2.105
H: -2.348 3.405 -1.691
H: -1.386 -4.534 0.955
H: -2.261 -4.438 -1.837
H: -0.596 -4.485 3.374

The HOMO energy comes out at -11.04 eV. The net charge is +1. For the HOMO-LUMO gap, the calculation gives 4.50 eV.

---

Record 4
This record from the Open Molecules 2025 dataset describes 2 unconnected molecules or ions with the total composition C12H14BrN2. The level of theory is the ωB97M-V functional and the def2-TZVPD basis.

CARTESIAN COORDINATES (ANGSTROEM)
Br: 5.197 1.889 -0.994
N: 1.294 2.831 1.460
N: -1.639 -3.018 -1.344
C: 1.424 0.800 0.199
C: 0.031 0.648 0.213
C: -0.411 -3.017 -0.851
C: -2.393 -1.896 -1.333
C: -0.678 1.706 0.763
C: -2.259 -4.321 -1.741
C: 1.961 4.062 2.029
C: -0.009 2.722 1.490
C: 2.053 1.900 0.804
C: -1.818 -0.651 -0.974
C: -0.533 -0.615 -0.389
C: 0.210 -1.818 -0.375
H: 2.633 3.680 2.799
H: 1.160 -1.953 0.121
H: 1.995 0.003 -0.253
H: -2.662 -4.716 -0.808
H: -2.334 0.296 -1.033
H: -3.413 -2.030 -1.659
H: -3.051 -4.046 -2.438
H: -0.601 3.511 1.930
H: 1.331 4.819 2.496
H: -1.751 1.670 0.643
H: 2.516 4.387 1.150
H: -1.460 -4.952 -2.131
H: 3.122 2.053 0.842
H: 0.085 -3.947 -0.615

The HOMO energy (spin up / spin down) comes out at -16.46 / -16.04 eV. The net charge is +2. The calculation puts the energy above the lowest of the compared OMol25 structures with the same formula, charge and spin at 2.4 kcal/mol. As for the expectation value of S²: 0.752. For the HOMO-LUMO gap (spin up / spin down), the calculation gives 8.39 / 7.36 eV. The spin multiplicity is 2.

---

Record 5
This record from the Open Molecules 2025 dataset describes a molecular structure, C46H67AsBaF6NO3P3Si2. The level of theory is the ωB97M-V functional and the def2-TZVPD basis.

CARTESIAN COORDINATES (ANGSTROEM)
Ba: 0.666 -1.690 0.257
As: 2.226 -4.574 -0.424
P: -1.436 -1.415 2.036
P: 2.542 1.808 -0.565
P: -1.700 1.572 -1.189
Si: -1.247 -3.860 -1.890
Si: 0.068 1.180 1.685
F: 0.644 -4.941 0.114
F: 3.943 -4.380 -0.819
F: 2.376 -2.871 0.188
F: 2.813 -5.150 1.173
F: 1.891 -3.961 -1.985
F: 2.315 -6.250 -0.988
O: 1.468 0.133 1.080
O: 0.359 0.433 0.215
O: -0.383 -2.745 -1.215
N: 4.373 -1.816 -6.833
C: 4.535 0.908 1.051
C: -1.051 4.255 -1.435
C: 1.008 0.125 5.618
C: 1.930 -1.078 -4.456
C: -4.600 1.050 -1.697
C: 0.715 -3.011 2.323
C: -2.849 3.603 -3.069
C: -2.609 -4.493 -0.710
C: -2.256 2.351 2.781
C: 2.335 2.757 -2.194
C: 1.072 2.812 1.655
C: -3.443 -2.387 3.959
C: 2.090 3.061 0.729
C: -3.160 0.564 -1.838
C: 5.382 2.739 -0.438
C: -0.610 -0.837 3.572
C: 2.524 4.269 -2.277
C: 2.462 5.238 1.737
C: 3.428 -1.423 -2.150
C: -1.362 -4.291 2.314
C: -2.136 -3.193 -3.463
C: -3.525 3.021 0.441
C: 1.378 -0.803 -3.213
C: 0.907 0.819 4.426
C: 0.764 3.800 2.586
C: 3.996 -1.706 -3.385
C: -3.989 -0.439 2.549
C: 3.254 -1.514 -4.551
C: -3.205 -1.751 2.593
C: 3.170 2.057 -3.260
C: -4.045 3.443 1.651
C: -2.372 2.242 0.394
C: 3.859 -1.706 -5.811
C: 2.114 -0.961 -2.037
C: 4.394 1.581 -0.307
C: -0.473 -5.435 -2.638
C: 0.105 0.350 3.395
C: 1.444 5.002 2.643
C: 2.769 4.276 0.788
C: 0.328 -1.068 5.780
C: -1.635 3.126 -2.280
C: -1.695 1.933 1.580
C: -3.425 3.085 2.833
C: -0.487 -1.541 4.767
C: -3.019 -0.780 -1.134
C: -0.676 -3.060 1.766
H: -1.247 -6.100 -3.013
H: 1.947 4.783 -1.513
H: -5.265 0.309 -2.144
H: 3.572 4.548 -2.183
H: -0.984 -2.488 4.914
H: 1.190 5.741 3.392
H: 5.563 0.602 1.226
H: -4.877 1.148 -0.649
H: -3.792 -1.478 -1.451
H: 3.554 4.479 0.083
H: 1.311 -3.837 1.951
H: -4.513 -2.559 4.096
H: -2.942 -3.343 4.077
H: 1.235 -2.080 2.163
H: -2.541 4.406 -3.738
H: 0.361 -0.437 -3.134
H: -3.261 2.804 -3.677
H: 3.019 6.165 1.764
H: -2.433 -4.010 -4.112
H: -3.844 3.377 3.787
H: 5.314 3.423 0.403
H: -3.126 -0.633 -0.064
H: 0.688 -3.141 3.406
H: -2.922 0.419 -2.900
H: -3.024 -2.624 -3.222
H: 2.822 2.332 -4.254
H: -3.007 -3.686 -0.098
H: 0.456 -1.648 6.685
H: 0.119 -5.988 -1.917
H: -1.759 2.080 3.701
H: -0.236 3.877 -0.819
H: 0.180 -5.162 -3.460
H: -4.030 3.321 -0.464
H: -1.810 4.667 -0.773
H: -0.040 3.620 3.284
H: 1.639 0.496 6.413
H: -2.209 -5.258 -0.053
H: 4.243 1.599 1.839
H: 1.281 2.528 -2.394
H: -3.871 0.079 1.598
H: -5.052 -0.627 2.709
H: -4.946 4.038 1.674
H: -2.042 -1.205 -1.351
H: -0.677 5.058 -2.069
H: 4.625 0.839 -1.077
H: 3.871 0.042 1.080
H: -1.460 -2.549 -4.013
H: -3.636 0.231 3.334
H: 4.218 2.336 -3.184
H: -4.770 1.995 -2.200
H: -0.880 2.836 -3.023
H: -3.628 4.001 -2.426
H: 2.178 4.607 -3.255
H: -3.443 -4.929 -1.250
H: 5.008 -2.084 -3.457
H: 1.351 -0.956 -5.361
H: -0.872 -5.183 1.914
H: 3.081 0.983 -3.144
H: -1.274 -4.349 3.401
H: -3.599 -2.419 1.810
H: 6.394 2.332 -0.452
H: -2.415 -4.346 2.044
H: -0.660 -3.182 0.692
H: 1.466 1.733 4.286
H: -3.113 -1.715 4.751
H: 5.236 3.294 -1.359
H: 4.020 -1.570 -1.251

The HOMO energy (spin up / spin down) comes out at -5.25 / -5.31 eV. The net charge is -1. The calculation puts the energy above the lowest of the compared OMol25 structures with the same formula, charge and spin at 105.0 kcal/mol. As for the expectation value of S²: 0.762. For the HOMO-LUMO gap (spin up / spin down), the calculation gives 7.40 / 6.57 eV. The spin multiplicity is 2.

---

Record 6
This record from the Open Molecules 2025 dataset describes a molecular structure, C14H29N5O11P2ReS2. The level of theory is the ωB97M-V functional and the def2-TZVPD basis.

CARTESIAN COORDINATES (ANGSTROEM)
Re: 1.049 -1.365 -0.714
S: 0.058 -1.898 -2.883
S: -0.811 3.653 2.160
P: 2.351 1.108 -0.035
P: 2.050 -1.133 1.921
O: 2.313 -2.088 0.700
O: 0.409 3.952 1.427
O: -2.758 3.766 -1.927
O: 0.760 -1.772 2.606
O: -0.916 2.354 2.788
O: 3.092 -0.718 2.824
O: 3.597 1.378 0.638
O: -1.300 3.161 -3.411
O: 2.264 0.168 -1.274
O: 1.336 0.007 0.939
O: 1.319 2.232 -0.307
N: 2.320 -2.893 -1.585
N: -0.097 -3.151 -0.138
N: -0.590 0.022 -0.884
N: -1.871 3.053 -2.354
N: -1.940 1.648 -0.265
C: 1.412 -2.640 -3.848
C: -1.328 -3.314 -0.955
C: -1.039 -3.302 -2.449
C: -1.472 1.931 -1.538
C: -1.405 0.472 0.091
C: -1.744 -0.253 1.337
C: -1.042 4.933 3.360
C: 1.815 -4.277 -1.330
C: 2.672 -2.641 -3.000
C: 0.826 -4.331 -0.169
C: -2.192 3.812 1.007
C: -2.809 2.478 0.598
C: -0.636 0.947 -1.909
C: 0.123 4.938 4.343
H: 1.064 5.132 3.833
H: 1.362 -4.332 0.775
H: -3.023 1.883 1.481
H: -2.815 -0.459 1.370
H: 0.246 -5.254 -0.232
H: -0.057 0.885 -2.812
H: 1.366 -4.640 -2.250
H: -1.966 -3.171 -3.005
H: -1.834 -4.248 -0.701
H: 1.540 -2.031 -4.740
H: 3.163 -2.759 -1.026
H: 1.081 -3.628 -4.166
H: -1.113 5.865 2.796
H: 3.374 -3.397 -3.360
H: 3.161 -1.669 -3.036
H: -3.736 2.667 0.065
H: 1.170 2.927 0.393
H: -1.996 -2.493 -0.696
H: -2.965 4.406 1.498
H: -0.042 5.728 5.073
H: -1.997 4.724 3.844
H: -0.572 -4.221 -2.792
H: 0.192 3.990 4.875
H: 0.798 -1.686 3.570
H: -1.195 -1.186 1.381
H: 2.655 -4.937 -1.112
H: -1.823 4.391 0.164
H: -1.469 0.337 2.210
H: -0.386 -3.061 0.834

The HOMO energy (spin up / spin down) comes out at -15.41 / -15.30 eV. The net charge is +2. The calculation puts the energy above the lowest of the compared OMol25 structures with the same formula, charge and spin at 6.2 kcal/mol. As for the expectation value of S²: 0.754. For the HOMO-LUMO gap (spin up / spin down), the calculation gives 8.82 / 7.85 eV. The spin multiplicity is 2.